{"formula": "H5N3O", "method": "the ωB97M-V functional and the def2-TZVPD basis", "elements": ["N", "N", "N", "O", "H", "H", "H", "H", "H"], "positions_angstrom": [[1.6671, -0.2862, -0.2204], [-1.9342, 0.1866, -0.2466], [0.6985, 0.3854, 0.4119], [-0.9705, -0.6900, 0.2456], [2.0194, -1.2217, 0.2141], [1.4573, -0.3120, -1.2216], [-2.2688, 0.9170, 0.3531], [-1.4424, 0.6306, -0.9744], [0.7735, 0.3903, 1.4382]], "forces_ev_per_angstrom": [[0.23, -1.71, 1.35], [0.99, -1.89, -0.07], [-0.97, -0.10, -0.45], [-0.27, 1.66, 0.57], [-0.93, 2.11, -1.19], [0.35, -0.26, 0.60], [0.15, 0.01, 1.20], [0.15, 0.82, -1.48], [0.31, -0.64, -0.53]], "e_homo_ev": [-8.623, -7.956], "total_charge": 0, "mol_weight_g_mol": 63.06, "relative_energy_kcal_mol": 62.9, "lumo_energy_ev": [0.8, 0.7]}

---

{"formula": "C21H15BrN8O", "method": "the ωB97M-V functional and the def2-TZVPD basis", "elements": ["N", "C", "C", "C", "C", "C", "C", "N", "C", "C", "N", "C", "C", "C", "O", "N", "C", "C", "N", "C", "N", "C", "C", "C", "Br", "C", "C", "C", "N", "C", "N", "H", "H", "H", "H", "H", "H", "H", "H", "H", "H", "H", "H", "H", "H", "H"], "positions_angstrom": [[-3.3234, 3.2301, 0.0771], [-3.0801, 3.3359, -1.0632], [-2.7435, 3.6020, -2.4501], [-3.6445, 4.2974, -3.2356], [-3.3888, 4.5564, -4.6940], [-2.2054, 4.0440, -5.2312], [-1.3092, 3.2841, -4.4323], [-0.2313, 2.6403, -4.8062], [0.2147, 1.9523, -3.6821], [1.3647, 1.0250, -3.6804], [1.3382, 0.1140, -2.5605], [0.2702, -0.6976, -2.2900], [0.6023, -1.4224, -1.2014], [-0.3104, -2.3098, -0.5199], [-1.4858, -2.3612, -0.8479], [0.2003, -2.9049, 0.5923], [-0.5706, -3.6821, 1.5103], [0.3947, -4.3918, 2.3454], [1.5191, -5.0806, 1.9133], [2.0520, -5.6335, 2.9686], [1.3577, -5.2579, 4.0951], [1.5990, -5.6346, 5.4289], [0.7701, -5.1243, 6.4231], [-0.3192, -4.2283, 6.0501], [-1.5260, -3.4999, 7.4252], [-0.5484, -3.8757, 4.7399], [0.2874, -4.4229, 3.7204], [1.9322, -1.0695, -0.8627], [2.3914, -0.1539, -1.6966], [-0.5922, 2.2641, -2.5871], [-1.6039, 3.0964, -3.0737], [-4.5839, 4.6623, -2.7777], [-4.1470, 5.0808, -5.2696], [-1.9714, 4.1775, -6.2842], [1.3296, 0.4710, -4.6235], [2.2798, 1.6431, -3.7272], [-0.7217, -0.7112, -2.8480], [1.1877, -2.7871, 0.7802], [-1.1677, -4.4325, 0.9732], [-1.2219, -3.0306, 2.0959], [2.9126, -6.2754, 2.9862], [2.4543, -6.2082, 5.7102], [0.8998, -5.3624, 7.4620], [-1.4092, -3.2368, 4.4897], [2.4679, -1.4950, -0.0204], [-0.5149, 1.8634, -1.5601]], "forces_ev_per_angstrom": [[0.45, 0.08, -2.52], [0.34, 0.01, 1.77], [-1.11, 0.42, -1.25], [0.21, 0.34, -1.27], [1.39, -1.44, 2.11], [-1.75, 0.86, 0.31], [-0.62, 0.32, 0.34], [0.71, -1.04, 0.71], [-2.16, 1.72, 0.70], [0.99, 0.45, -0.91], [-0.08, -1.26, 0.83], [-0.93, 0.93, -1.25], [0.90, -0.41, 0.25], [-0.71, 0.19, 1.00], [-0.15, -0.60, 0.10], [0.23, 0.60, -1.13], [0.07, -0.33, -1.03], [0.60, -0.14, 1.40], [-1.28, 0.23, -0.23], [-0.83, 0.89, 0.50], [0.88, -0.97, 1.62], [-2.11, 1.91, 1.05], [0.09, 0.11, -1.82], [-0.25, 0.21, -0.57], [1.02, -0.63, -0.90], [-0.46, -0.23, 1.12], [1.11, -0.98, -0.14], [-0.80, 0.16, -0.67], [-0.50, 0.67, -0.55], [0.27, -0.54, -0.33], [0.80, -0.64, 0.81], [0.81, -0.29, -0.32], [0.35, -0.08, 0.06], [0.04, -0.08, 0.23], [0.11, -0.08, 0.09], [-0.13, -0.65, 0.44], [1.75, 0.22, 0.79], [-0.39, -0.25, 0.00], [-0.16, 0.43, -0.05], [-0.14, -0.23, 0.09], [0.11, -0.03, 0.11], [0.37, -0.43, -0.41], [0.24, -0.15, 0.12], [0.64, -0.34, 0.03], [0.47, 0.50, -0.39], [-0.41, 0.59, -0.80]], "smiles": "N#Cc1cccc2nc(Cn3cc(C(=O)NCc4ncn5ccc(Br)cc45)cn3)cn12", "e_homo_ev": -8.077, "total_charge": 0, "mol_weight_g_mol": 475.31, "relative_energy_kcal_mol": 0.0, "lumo_energy_ev": -0.4}

---

{"formula": "C5H6O", "method": "the ωB97M-V functional and the def2-TZVPD basis", "elements": ["C", "C", "C", "C", "C", "O", "H", "H", "H", "H", "H", "H"], "positions_angstrom": [[-0.5140, -0.4010, -2.6000], [-0.0686, -0.0134, -1.5527], [0.4861, 0.5258, -0.3027], [-0.4705, 0.5602, 0.9065], [0.3449, -0.6473, 1.3792], [1.3520, -0.3965, 0.3828], [-0.9034, -0.7399, -3.5369], [1.0029, 1.4659, -0.5260], [-0.2989, 1.4448, 1.5233], [-1.5371, 0.4301, 0.7175], [-0.1386, -1.6180, 1.2116], [0.7452, -0.6108, 2.3975]], "forces_ev_per_angstrom": [[0.05, 0.05, 0.16], [-0.07, -0.02, -0.21], [-0.04, 0.21, -0.23], [-0.10, 0.08, 0.06], [-0.14, -0.17, 0.30], [0.12, -0.07, -0.09], [0.09, 0.05, 0.24], [-0.04, -0.14, 0.04], [-0.08, -0.12, -0.09], [0.19, -0.02, -0.02], [0.03, 0.14, 0.02], [0.00, -0.01, -0.18]], "smiles": "C#C[C@H]1CCO1", "e_homo_ev": -9.993, "total_charge": 0, "mol_weight_g_mol": 82.10, "relative_energy_kcal_mol": 63.8, "lumo_energy_ev": 1.1}